Below is 2 unconnected molecules or ions with the total composition C4H9N3O2 in a non-equilibrium geometry, with properties calculated with ωB97M-V/def2-TZVPD.

XYZ file:
```
18
Properties=species:S:1:pos:R:3:nbo_charge:R:1
H 1.467 -1.298 1.941 0.36
N 0.612 -0.894 2.356 -0.58
C -0.387 -1.146 1.582 0.03
C -0.143 -1.765 0.117 0.74
O 0.805 -2.517 -0.039 -0.59
O -1.307 -1.899 -0.549 -0.67
H -1.409 -0.830 1.845 0.19
H -1.204 -2.704 -1.093 0.50
C 0.417 0.878 -2.165 -0.44
N -0.323 0.831 -0.907 -0.53
C 0.230 1.503 0.058 0.29
N -0.460 1.969 1.122 -0.79
H 0.312 1.857 -2.640 0.19
H 1.476 0.634 -2.019 0.18
H -0.019 0.145 -2.849 0.20
H 1.288 1.808 0.043 0.14
H 0.031 1.874 2.007 0.39
H -1.384 1.555 1.191 0.38
```

As for the LUMO energy: 0.143 eV. As for the SMILES: [H]/N=C\C(=O)O.C/N=C/N. The calculation puts the energy above the lowest of the compared OMol25 structures with the same formula, charge and spin at 46.61 kcal per mole. The multiplicity is 1. As for the net charge: 0. For the max |F|, the calculation gives 4.07 eV Å⁻¹. The calculated total energy is -472.51935 Ha.



Below is a molecular structure, C23H25BBrClN5O5RuS in a non-equilibrium geometry, with properties calculated with ωB97M-V/def2-TZVPD.

XYZ file:
```
63
Properties=species:S:1:pos:R:3:mulliken_spin:R:1
Ru 0.201 -0.332 0.164 0.85
B 0.745 -3.840 -0.614 0.00
N 1.476 -2.637 -1.281 0.00
C 2.245 -2.780 -2.361 0.00
C 3.010 -1.637 -2.527 0.00
C 2.623 -0.817 -1.479 0.01
N 1.719 -1.435 -0.715 -0.02
N -0.350 -3.345 0.382 0.01
C -1.123 -4.174 1.091 0.01
C -1.941 -3.431 1.928 0.00
C -1.593 -2.115 1.662 0.03
N -0.635 -2.088 0.735 0.00
H 1.542 -4.493 0.015 0.00
H 0.224 -4.471 -1.497 0.00
H 2.223 -3.704 -2.914 0.00
H 3.731 -1.431 -3.297 0.00
H 2.926 0.189 -1.239 0.00
H -1.029 -5.237 0.953 0.00
H -2.677 -3.794 2.623 0.00
H -1.968 -1.190 2.070 0.00
Cl 6.419 0.530 5.806 0.00
C 5.136 0.471 4.642 0.00
C 3.988 -0.250 4.936 0.00
C 2.968 -0.296 4.001 0.00
C 3.098 0.379 2.794 0.00
C 4.256 1.097 2.514 0.00
C 5.284 1.144 3.438 0.00
C 2.007 0.320 1.794 0.00
O 1.039 -0.480 2.028 -0.02
O 1.985 1.015 0.742 0.03
H 3.904 -0.766 5.881 0.00
H 2.068 -0.861 4.197 0.00
H 4.339 1.615 1.567 0.00
H 6.194 1.692 3.236 0.00
C -2.697 3.514 2.376 0.00
C -1.266 3.767 1.938 0.00
S -0.649 2.748 0.576 0.00
O -0.957 1.342 1.027 0.01
C -1.809 3.139 -0.768 0.00
C -3.174 2.471 -0.689 0.00
H -2.852 3.944 3.366 0.00
H -2.896 2.444 2.434 0.00
H -3.414 3.971 1.699 0.00
H -0.561 3.533 2.738 0.00
H -1.081 4.801 1.640 0.00
H -1.262 2.813 -1.655 0.00
H -1.862 4.230 -0.801 0.00
H -3.087 1.468 -0.274 0.00
H -3.587 2.384 -1.693 0.00
H -3.877 3.043 -0.087 0.00
Br -1.110 0.226 -7.340 0.00
C -2.012 -0.022 -5.696 0.00
C -3.393 -0.172 -5.687 0.00
N -4.086 -0.353 -4.571 0.00
C -3.420 -0.395 -3.422 0.00
C -2.041 -0.245 -3.337 0.01
C -1.313 -0.052 -4.505 0.00
C -1.358 -0.276 -2.010 -0.03
O -0.134 0.095 -1.950 0.02
O -1.954 -0.631 -0.984 0.07
H -3.950 -0.145 -6.616 0.00
H -3.995 -0.555 -2.518 0.00
H -0.239 0.066 -4.462 0.00
```

The expectation value of S² is 0.754. As for the LUMO energy (spin up / spin down): 0.172 / -0.295 eV. The calculation puts the energy above the lowest of the compared OMol25 structures with the same formula, charge and spin at 26.82 kcal per mole. The multiplicity is 2. As for the net charge: 0. For the max |F|, the calculation gives 1.59 eV Å⁻¹. The calculated total energy is -5093.63060 Ha.



Below is a single C5H7I molecule in a non-equilibrium geometry, with properties calculated with ωB97M-V/def2-TZVPD.

XYZ file:
```
13
Properties=species:S:1:pos:R:3:nbo_charge:R:1
C 1.609 -0.761 -0.617 -0.67
C 0.290 -0.385 -0.100 0.04
C -0.495 -0.861 0.855 -0.22
C -1.464 0.528 0.666 -0.34
I -1.858 1.701 2.311 0.12
C -0.486 0.981 -0.425 -0.46
H 1.677 -1.078 -1.613 0.23
H 2.106 -1.488 -0.141 0.22
H 2.301 0.080 -0.790 0.22
H -0.471 -1.865 1.233 0.22
H -2.344 0.150 0.306 0.20
H 0.046 1.894 -0.253 0.21
H -0.913 1.102 -1.430 0.22
```

As for the LUMO energy: 0.761 eV. As for the SMILES: CC1=C[C@@H](I)C1. The calculation puts the energy above the lowest of the compared OMol25 structures with the same formula, charge and spin at 24.18 kcal per mole. The multiplicity is 1. As for the net charge: 0. For the max |F|, the calculation gives 4.02 eV Å⁻¹. The calculated total energy is -492.30985 Ha.



Below is 3 unconnected molecules or ions with the total composition C4H13NO3 in a non-equilibrium geometry, with properties calculated with ωB97M-V/def2-TZVPD.

XYZ file:
```
21
Properties=species:S:1:pos:R:3:nbo_charge:R:1
C 0.216 1.783 -0.015 -0.64
C 0.291 1.249 1.425 -0.20
N 0.250 -0.190 1.492 -0.43
C 1.383 -0.938 0.972 -0.43
C -0.880 -0.889 1.714 0.53
O -1.175 -1.980 1.260 -0.62
H 0.987 2.547 -0.099 0.22
H -0.738 2.301 -0.154 0.21
H 0.208 1.026 -0.780 0.22
H -0.538 1.617 2.029 0.21
H 1.221 1.603 1.869 0.19
H 1.301 -2.001 1.198 0.24
H 2.290 -0.539 1.423 0.20
H 1.453 -0.927 -0.117 0.19
H -1.650 -0.357 2.271 0.11
O 1.142 -1.289 -3.491 -0.94
H 1.596 -0.486 -3.212 0.47
H 0.449 -1.432 -2.836 0.47
O -2.466 -0.359 -2.037 -0.94
H -3.109 0.213 -1.605 0.47
H -2.230 -0.951 -1.307 0.47
```

As for the LUMO energy: 0.528 eV. As for the SMILES: CCN(C)C=O.O.O. The calculation puts the energy above the lowest of the compared OMol25 structures with the same formula, charge and spin at 31.07 kcal per mole. The multiplicity is 1. As for the net charge: 0. For the max |F|, the calculation gives 1.55 eV Å⁻¹. The calculated total energy is -440.66569 Ha.



The lowest calculated total energy belongs to which entry?
C23H25BBrClN5O5RuS



Number 3 is which compound?
C5H7I



What is the formula in the second record?
C23H25BBrClN5O5RuS



Number 3 is which compound?
C5H7I